Entry 1:
111
Properties=species:S:1:pos:R:3 method="wB97M-V/def2-TZVPD" gap_ev="7.716 / 7.864" spin_multiplicity=3 fmax_ev_per_a=3.2 e_lumo_ev="-0.1 / 0.0" total_charge=0 s2=2.027 relative_energy_ev=0.3665 energy_ha=-7502.00523
V -12.345 -9.658 13.730
C -14.076 -13.323 13.043
C -14.442 -13.794 14.431
C -15.866 -13.400 14.852
C -14.320 -15.326 14.546
N -13.349 -13.357 15.381
C -12.408 -14.183 16.024
C -11.755 -13.341 16.878
N -12.285 -12.078 16.786
B -11.617 -10.977 17.573
N -10.253 -10.575 16.943
C -9.200 -10.320 17.794
C -8.008 -10.476 17.187
N -8.281 -10.745 15.857
C -9.680 -10.813 15.736
S -10.374 -11.158 14.175
C -7.129 -11.167 14.961
C -7.389 -12.625 14.513
C -6.943 -10.161 13.812
C -5.769 -11.126 15.749
N -12.549 -9.714 17.827
C -13.112 -9.547 19.087
C -13.561 -8.292 19.128
N -13.252 -7.645 17.915
C -12.495 -8.535 17.185
S -11.627 -8.193 15.765
C -13.584 -6.245 17.697
C -14.601 -5.816 18.705
C -12.266 -5.427 17.844
C -14.198 -5.914 16.286
C -13.144 -12.100 15.740
S -14.009 -10.711 15.227
H -14.823 -13.629 12.310
H -13.070 -13.686 12.817
H -14.116 -12.253 12.981
H -16.599 -13.930 14.249
H -16.072 -12.335 14.767
H -16.027 -13.613 15.928
H -15.185 -15.882 14.205
H -14.315 -15.629 15.599
H -13.403 -15.649 14.064
H -12.316 -15.218 15.757
H -10.989 -13.650 17.572
H -11.416 -11.450 18.624
H -9.413 -10.286 18.868
H -7.014 -10.469 17.601
H -8.225 -12.705 13.785
H -7.513 -13.169 15.427
H -6.444 -12.898 14.085
H -7.919 -10.043 13.295
H -6.157 -10.594 13.148
H -6.619 -9.253 14.266
H -5.684 -11.867 16.460
H -5.592 -10.124 16.135
H -4.982 -11.223 14.993
H -13.275 -10.367 19.773
H -14.061 -7.800 19.949
H -14.144 -5.860 19.679
H -15.494 -6.457 18.708
H -14.846 -4.768 18.601
H -11.854 -5.625 18.833
H -12.533 -4.347 17.706
H -11.502 -5.742 17.120
H -15.230 -6.461 16.258
H -13.583 -6.297 15.445
H -14.406 -4.840 16.198
I -14.507 -7.980 13.110
C -14.147 -7.643 11.063
C -15.265 -7.959 10.308
C -15.351 -7.477 8.968
C -14.343 -6.641 8.570
C -13.135 -6.327 9.316
C -12.143 -5.435 8.828
C -11.124 -4.993 9.684
C -11.001 -5.550 10.921
C -11.804 -6.599 11.355
P -10.911 -7.863 12.476
C -9.467 -8.367 11.398
C -8.358 -7.574 11.134
C -7.299 -8.018 10.353
C -7.405 -9.290 9.712
C -8.491 -10.111 9.951
C -9.483 -9.678 10.858
C -10.060 -6.757 13.620
C -8.770 -7.107 14.068
C -8.106 -6.412 15.062
C -8.671 -5.291 15.631
C -9.951 -4.903 15.223
C -10.621 -5.629 14.210
C -12.973 -6.947 10.610
H -16.054 -8.531 10.734
H -16.234 -7.601 8.423
H -14.399 -6.101 7.579
H -12.245 -5.021 7.847
H -10.393 -4.238 9.382
H -10.153 -5.146 11.511
H -8.344 -6.639 11.675
H -6.414 -7.366 10.309
H -6.739 -9.634 8.909
H -8.448 -11.097 9.495
H -10.238 -10.369 11.138
H -8.335 -8.025 13.716
H -7.133 -6.821 15.416
H -8.132 -4.700 16.278
H -10.348 -3.943 15.580
H -11.631 -5.311 14.038
O -14.316 -11.351 10.397
Se -12.738 -10.955 10.393
O -11.621 -12.185 10.434
O -12.706 -10.270 12.005
O -12.202 -9.642 9.583

---

Entry 2:
119
Properties=species:S:1:pos:R:3 method="wB97M-V/def2-TZVPD" gap_ev=6.042 fmax_ev_per_a=1.7 e_lumo_ev=3.2 total_charge=-2 relative_energy_ev=0.2222 energy_ha=-9554.46224
Tl 0.727 1.755 -0.825
O -1.276 -2.146 -1.176
S -0.498 -1.187 -0.422
O -0.074 -1.748 0.868
O -1.198 0.106 -0.268
O 0.822 -0.880 -1.178
O -1.722 6.905 1.909
C -2.387 6.750 0.788
O -3.134 7.607 0.359
C -2.166 5.477 0.053
C -2.745 5.143 -1.160
Cl -3.907 5.997 -2.055
N -2.269 3.933 -1.539
N -1.416 3.459 -0.619
C -1.335 4.364 0.345
C -0.504 4.070 1.573
O -0.381 4.995 2.420
O -0.005 2.934 1.662
C -2.621 3.166 -2.686
C -2.705 3.758 -3.937
C -3.090 2.997 -5.026
C -3.400 1.654 -4.864
C -3.275 1.066 -3.617
C -2.870 1.814 -2.524
H -1.128 6.078 2.136
H -2.438 4.797 -4.068
H -3.124 3.449 -6.008
H -3.710 1.064 -5.717
H -3.474 0.010 -3.485
H -2.714 1.350 -1.562
C 4.155 -1.887 4.438
Si 3.690 -0.388 3.368
C 5.283 0.582 3.031
C 2.320 0.642 4.123
C 3.132 -1.105 1.758
C 2.658 -1.616 0.773
H 4.616 -1.590 5.382
H 4.858 -2.533 3.910
H 3.270 -2.481 4.668
H 5.719 0.971 3.954
H 5.091 1.428 2.370
H 6.030 -0.053 2.553
H 2.568 1.036 5.109
H 1.419 0.034 4.216
H 2.068 1.477 3.466
C 5.781 -5.991 -1.455
Ge 3.971 -5.197 -1.701
C 3.852 -4.566 -3.569
C 2.571 -6.547 -1.380
C 3.720 -3.799 -0.337
Se 2.144 -2.528 -0.733
C 3.196 -1.584 -2.063
H 5.944 -6.815 -2.150
H 5.908 -6.362 -0.439
H 6.545 -5.234 -1.638
H 3.889 -5.414 -4.253
H 4.673 -3.895 -3.819
H 2.914 -4.034 -3.726
H 2.509 -7.288 -2.175
H 1.610 -6.034 -1.309
H 2.745 -7.064 -0.437
H 4.614 -3.197 -0.179
H 3.480 -4.288 0.609
H 4.088 -2.142 -2.319
H 3.433 -0.615 -1.632
H 2.537 -1.418 -2.914
C -0.052 -2.766 -4.328
C -0.285 -1.269 -4.271
O 0.979 -0.608 -4.241
P 0.903 1.025 -4.483
O 0.131 1.700 -3.399
Te 0.400 1.377 -6.734
O 2.481 1.305 -4.123
C 3.507 1.001 -5.052
C 4.358 2.235 -5.302
H -1.005 -3.284 -4.429
H 0.411 -3.091 -3.394
H 0.597 -3.020 -5.169
H -0.854 -1.020 -3.378
H -0.844 -0.934 -5.155
H 3.066 0.663 -5.996
H 4.125 0.187 -4.649
H 3.747 3.005 -5.772
H 5.197 1.991 -5.957
H 4.737 2.625 -4.356
F -2.930 3.074 8.036
C -2.643 2.485 6.840
C -1.527 2.890 6.141
C -1.241 2.262 4.935
C -2.043 1.239 4.428
C -3.165 0.877 5.166
C -3.479 1.493 6.371
Sb -1.375 0.351 2.491
C -3.192 1.171 1.619
C -3.915 0.429 0.686
C -5.016 0.971 0.036
C -5.376 2.271 0.324
F -6.453 2.808 -0.306
C -4.685 3.039 1.237
C -3.593 2.474 1.887
C -2.398 -1.522 3.044
C -1.567 -2.563 3.453
C -2.077 -3.780 3.882
C -3.446 -3.947 3.903
F -3.964 -5.127 4.345
C -4.307 -2.953 3.491
C -3.771 -1.744 3.062
H -0.905 3.685 6.532
H -0.383 2.591 4.360
H -3.816 0.091 4.804
H -4.359 1.215 6.939
H -3.583 -0.570 0.433
H -5.579 0.407 -0.697
H -4.989 4.061 1.425
H -3.046 3.064 2.613
H -0.494 -2.424 3.397
H -1.431 -4.591 4.194
H -5.376 -3.125 3.509
H -4.452 -0.967 2.734

---

Entry 3:
113
Properties=species:S:1:pos:R:3 method="wB97M-V/def2-TZVPD" gap_ev="5.499 / 5.501" fmax_ev_per_a=2.6 e_lumo_ev="-1.6 / -1.6" total_charge=0 relative_energy_ev=2.6703 energy_ha=-4983.34569
Ti -0.259 0.448 0.675
F 1.007 -4.438 0.927
C 0.464 -4.226 2.236
F -0.741 -4.878 2.158
F 1.225 -5.029 3.019
S 0.429 -2.007 1.325
O -0.070 -1.191 -0.074
O -0.253 -0.919 2.239
N 2.020 -1.580 1.427
S 2.364 -0.162 1.941
O 3.738 0.191 1.979
O 1.500 0.934 1.259
C 1.835 0.070 3.756
F 2.848 0.665 4.374
F 1.589 -1.092 4.325
F 0.775 0.874 3.875
C -0.044 7.096 1.163
C -0.118 5.667 0.697
C 0.689 5.201 -0.339
C 0.659 3.885 -0.772
C 1.646 3.394 -1.796
O 2.178 2.318 -1.663
C 1.975 4.283 -2.950
C 3.242 4.173 -3.517
C 3.594 4.981 -4.584
C 2.679 5.892 -5.098
C 1.408 5.988 -4.551
C 1.057 5.189 -3.473
C -0.221 2.987 -0.158
O -0.324 1.734 -0.605
C -1.052 3.421 0.908
C -0.969 4.766 1.305
C -1.973 2.513 1.624
N -1.930 1.222 1.444
C -3.014 0.290 1.833
C -3.883 -0.048 0.618
Te -5.519 1.275 0.232
C -4.616 2.690 -1.030
C -3.296 2.621 -1.452
C -2.779 3.598 -2.293
C -3.572 4.652 -2.716
C -4.896 4.721 -2.298
C -5.418 3.745 -1.465
C -2.949 3.112 2.572
C -2.970 2.674 3.893
C -3.906 3.191 4.775
C -4.817 4.143 4.339
C -4.783 4.595 3.027
C -3.848 4.084 2.142
H 0.638 7.675 0.543
H 0.305 7.153 2.194
H -1.025 7.571 1.120
H 1.403 5.877 -0.796
H 3.938 3.456 -3.102
H 4.582 4.902 -5.018
H 2.958 6.527 -5.928
H 0.692 6.688 -4.961
H 0.064 5.264 -3.046
H -1.573 5.101 2.137
H -3.631 0.724 2.616
H -2.549 -0.619 2.212
H -4.382 -1.001 0.797
H -3.289 -0.150 -0.294
H -2.658 1.800 -1.150
H -1.749 3.521 -2.622
H -3.169 5.412 -3.373
H -5.527 5.536 -2.627
H -6.455 3.808 -1.155
H -2.240 1.948 4.232
H -3.923 2.848 5.801
H -5.549 4.542 5.028
H -5.489 5.342 2.690
H -3.820 4.427 1.114
C -3.937 0.159 -4.033
C -2.618 -0.427 -4.539
C -2.902 -1.462 -5.623
C -1.761 0.714 -5.091
Sb -1.546 -1.163 -2.739
C -2.567 -3.078 -2.314
C -4.076 -2.873 -2.403
C -2.155 -4.198 -3.268
C -2.200 -3.462 -0.880
C 0.457 -1.737 -3.501
C 1.265 -0.440 -3.474
C 0.413 -2.291 -4.921
C 1.129 -2.753 -2.578
H -4.499 0.574 -4.879
H -3.770 0.972 -3.325
H -4.575 -0.582 -3.552
H -3.344 -0.966 -6.497
H -3.618 -2.213 -5.286
H -2.009 -1.983 -5.962
H -2.357 1.332 -5.774
H -0.898 0.349 -5.649
H -1.394 1.369 -4.295
H -4.415 -2.704 -3.424
H -4.421 -2.038 -1.786
H -4.578 -3.779 -2.040
H -2.363 -3.944 -4.308
H -2.724 -5.106 -3.029
H -1.101 -4.450 -3.180
H -2.445 -2.663 -0.172
H -1.139 -3.691 -0.766
H -2.753 -4.357 -0.576
H 0.889 0.300 -4.183
H 2.309 -0.651 -3.735
H 1.269 0.019 -2.485
H -0.029 -1.588 -5.626
H -0.134 -3.233 -4.981
H 1.439 -2.483 -5.257
H 1.376 -2.326 -1.609
H 2.072 -3.068 -3.040
H 0.538 -3.651 -2.404

---

Entry 4:
106
Properties=species:S:1:pos:R:3 method="wB97M-V/def2-TZVPD" gap_ev=4.206 fmax_ev_per_a=1.8 e_lumo_ev=1.4 total_charge=-1 energy_ha=-3053.93289
C 2.703 -3.885 3.369
C 1.244 -3.660 3.084
O 0.768 -3.834 1.995
O 0.527 -3.282 4.147
C 0.483 -1.813 4.360
N -0.470 -1.172 3.582
C -0.366 0.261 3.805
C -0.360 1.028 2.460
C 0.349 2.407 2.556
S 1.177 2.747 0.958
C 2.936 2.797 1.225
S 3.603 4.105 1.935
N 3.749 1.705 0.837
C 3.039 0.723 0.068
C 2.377 1.101 -1.087
C 1.635 0.205 -1.822
C 1.555 -1.124 -1.442
C 2.254 -1.516 -0.316
C 2.979 -0.614 0.436
C 4.434 1.161 2.000
C 3.715 0.763 3.120
C 4.343 0.252 4.238
C 5.730 0.143 4.253
C 6.441 0.525 3.132
C 5.805 1.035 2.012
H 3.061 -3.207 4.135
H 3.256 -3.664 2.458
H 2.909 -4.918 3.629
H 1.530 -1.435 4.198
H 0.258 -1.741 5.446
H -1.232 0.587 4.400
H 0.586 0.497 4.322
H -1.390 1.172 2.135
H 0.125 0.382 1.737
H -0.411 3.173 2.650
H 1.047 2.417 3.384
H 2.420 2.137 -1.391
H 1.092 0.554 -2.688
H 0.993 -1.870 -1.980
H 2.220 -2.546 0.000
H 3.477 -0.995 1.310
H 2.635 0.836 3.099
H 3.723 -0.032 5.072
H 6.208 -0.261 5.131
H 7.514 0.416 3.152
H 6.391 1.348 1.162
N -0.496 -4.136 -3.706
C 0.627 -4.068 -4.475
C 0.258 -3.965 -5.787
C -1.165 -3.994 -5.813
C -1.598 -4.091 -4.514
H -0.507 -4.218 -2.704
H 1.598 -4.084 -4.010
H 0.925 -3.874 -6.628
H -1.798 -3.934 -6.684
H -2.590 -4.129 -4.098
N -1.109 -4.814 0.780
C -0.920 -6.017 0.147
C -2.151 -6.504 -0.209
C -3.118 -5.559 0.229
C -2.440 -4.530 0.833
H -0.380 -4.220 1.154
H 0.070 -6.416 0.003
H -2.337 -7.432 -0.725
H -4.187 -5.624 0.113
H -2.791 -3.622 1.293
N -1.344 2.996 -1.526
C -1.588 1.702 -1.887
C -2.250 1.716 -3.087
C -2.409 3.076 -3.467
C -1.843 3.842 -2.483
H -0.876 3.277 -0.681
H -1.273 0.885 -1.260
H -2.586 0.848 -3.629
H -2.888 3.448 -4.357
H -1.759 4.910 -2.382
N -5.594 -9.796 0.903
C -4.729 -8.747 1.070
C -4.042 -8.949 2.235
C -4.507 -10.172 2.793
C -5.463 -10.671 1.948
H -6.226 -9.905 0.133
H -4.678 -7.951 0.349
H -3.289 -8.294 2.640
H -4.177 -10.631 3.710
H -6.057 -11.567 1.999
N -0.107 5.859 -1.395
C -0.981 6.870 -1.687
C -1.123 7.638 -0.559
C -0.295 7.067 0.448
C 0.316 5.971 -0.100
H 0.183 5.141 -2.035
H -1.426 6.954 -2.665
H -1.751 8.511 -0.464
H -0.167 7.419 1.458
H 1.014 5.263 0.315
N -0.947 9.909 -3.262
C -0.562 9.587 -4.532
C -0.923 10.619 -5.358
C -1.550 11.605 -4.550
C -1.546 11.137 -3.262
H -0.810 9.328 -2.451
H -0.065 8.654 -4.739
H -0.757 10.662 -6.422
H -1.955 12.549 -4.876
H -1.918 11.571 -2.350